Computed, not measured: C4H4Br2O2 in the gas phase in a non-equilibrium geometry, with ωB97M-V with the def2-TZVPD basis set.

The energy above the lowest of the compared OMol25 structures with the same formula, charge and spin comes out at 22.0 kcal per mole. As for the SMILES: O[C@@H]1OCC(Br)=C1Br. The gap between HOMO and LUMO is 9.85 eV. The value obtained for the energy is -148391.061 eV. The value obtained for the HOMO energy is -9.188 eV.

CARTESIAN COORDINATES (ANGSTROEM)
C 0.91061 0.75813 0.15477
C 1.00611 -0.56414 0.29526
C -0.47150 1.23905 0.11741
C -0.53604 -1.04780 0.40272
O -1.27030 0.13222 0.55568
O -0.67910 -1.69361 -0.81751
Br 2.21256 2.10050 -0.12794
Br 2.35572 -1.72744 0.02703
H -0.82188 2.23682 0.59080
H -0.67095 1.40370 -1.00636
H -0.78046 -1.69343 1.18003
H -1.25477 -1.14402 -1.37190

Force components x, y, z for each atom (eV/Å):
C 1.4 0.0 0.7
C -2.9 1.6 0.8
C -2.2 1.3 -1.7
C 3.0 1.8 -1.4
O 0.2 0.2 -0.1
O -1.4 -0.2 -0.9
Br 0.0 -0.5 -0.1
Br 1.0 -0.6 0.0
H 1.0 -1.9 -0.2
H 0.1 0.0 1.3
H -0.2 -1.2 1.4
H 0.1 -0.3 0.1



Computed, not measured: C16H14N2O4S2 in the gas phase in a non-equilibrium geometry, with ωB97M-V with the def2-TZVPD basis set.

The energy above the lowest of the compared OMol25 structures with the same formula, charge and spin comes out at 2.2 kcal per mole. As for the SMILES: COc1ccc(-c2nnc(SCC(=O)c3cccs3)o2)c(OC)c1. The gap between HOMO and LUMO is 7.81 eV. The value obtained for the energy is -49658.063 eV. The value obtained for the HOMO energy is -7.867 eV.

CARTESIAN COORDINATES (ANGSTROEM)
C 0.03109 -1.41657 6.95266
H -0.49940 -1.92210 7.75793
O -0.59802 -1.83453 5.76319
C -0.14067 -1.35389 4.58064
C 0.92098 -0.46384 4.43448
C 1.28640 -0.05292 3.17017
C 0.62047 -0.50725 2.03516
C -0.45679 -1.40824 2.17925
C -0.81919 -1.81642 3.45216
H -1.63369 -2.50192 3.61666
O -1.07059 -1.81537 1.04655
C -2.15616 -2.70674 1.13995
H -2.47794 -2.88032 0.11442
H -1.85683 -3.65686 1.59282
H -2.98226 -2.27335 1.71198
C 1.05884 -0.03602 0.74840
N 2.02435 0.81231 0.53466
N 2.12862 0.98807 -0.79144
C 1.21599 0.24000 -1.33088
S 0.88511 0.00949 -3.00877
C 1.85943 1.40247 -3.68644
C 0.95494 2.59629 -3.95291
O 1.09088 3.63718 -3.35071
C -0.07117 2.40264 -4.96246
C -0.35692 1.31549 -5.75498
C -1.44019 1.54189 -6.61560
C -1.96529 2.79386 -6.47295
S -1.15481 3.72069 -5.28970
H -2.79225 3.22110 -7.00553
H -1.81630 0.81234 -7.30998
H 0.18295 0.38690 -5.71302
H 2.32188 1.04630 -4.60559
H 2.60912 1.65953 -2.93923
O 0.49700 -0.44134 -0.42125
H 2.10357 0.63588 3.02953
H 1.46115 -0.09071 5.28843
H 1.08496 -1.71002 6.97289
H -0.04927 -0.33403 7.08948

Force components x, y, z for each atom (eV/Å):
C 0.1 0.1 0.2
H 0.1 0.1 0.0
O -0.1 -0.1 -0.3
C 0.1 0.1 -0.3
C -0.1 -0.1 0.4
C -0.3 -0.2 -0.4
C -0.4 -0.4 0.3
C 0.3 0.2 0.3
C -0.2 -0.1 0.0
H -0.1 -0.1 0.0
O 0.2 0.1 0.1
C -0.2 -0.2 0.0
H 0.0 0.0 0.1
H 0.0 0.0 0.0
H 0.0 0.0 0.0
C 0.8 0.7 -0.3
N -0.5 -0.5 1.6
N -0.3 -0.1 -1.5
C 0.7 0.5 0.2
S -0.2 -0.2 -0.4
C -0.1 -0.1 0.4
C 0.5 -0.2 0.4
O 0.0 0.0 -0.1
C -0.8 0.4 -0.6
C 0.3 0.4 0.4
C -0.3 0.1 -0.2
C 0.2 0.1 0.2
S 0.2 -0.6 -0.1
H -0.2 0.1 -0.1
H -0.1 -0.1 -0.1
H 0.1 -0.2 0.0
H 0.0 0.0 0.0
H 0.0 0.0 -0.2
O 0.0 0.1 -0.2
H 0.1 0.1 0.0
H 0.0 0.0 0.1
H 0.0 0.0 0.0
H 0.0 0.0 0.0



Computed, not measured: C23H20ClNO6 in the gas phase, with ωB97M-V with the def2-TZVPD basis set.

As for the SMILES: O=C(COc1ccc2c3c(c(=O)oc2c1)CCC3)N[C@@H](Cc1ccc(Cl)cc1)C(=O)O. The gap between HOMO and LUMO is 8.51 eV. The value obtained for the energy is -50475.105 eV. The value obtained for the HOMO energy is -8.410 eV.

CARTESIAN COORDINATES (ANGSTROEM)
O -4.40398 -1.56365 1.26118
C -3.70650 -1.51030 0.27152
N -3.55450 -0.43503 -0.51650
H -2.92933 -0.51467 -1.30630
C -4.13383 0.85823 -0.25868
C -3.77387 1.85226 -1.34773
O -4.25609 2.94717 -1.43368
O -2.84068 1.40337 -2.19404
H -2.61362 2.08854 -2.84382
H -5.22910 0.77601 -0.22604
C -3.67527 1.43453 1.10560
C -2.17846 1.46322 1.22522
C -1.50807 0.43221 1.87250
C -0.13417 0.46289 2.02543
C 0.57754 1.53702 1.51846
C -0.06311 2.55671 0.83425
C -1.43822 2.51351 0.69464
H -1.94347 3.32279 0.18820
H 0.50589 3.38008 0.43163
Cl 2.28167 1.62890 1.77908
H 0.37936 -0.32756 2.54955
H -2.07100 -0.39077 2.28690
H -4.08833 2.43989 1.19659
H -4.09740 0.79907 1.88410
C -2.90016 -2.72475 -0.21876
O -1.96080 -2.37324 -1.21293
C -0.70887 -1.96462 -0.83442
C -0.19200 -0.85629 -1.48903
C 1.11130 -0.44394 -1.24306
C 1.92302 -1.15729 -0.34127
C 1.37307 -2.25534 0.32632
C 0.07784 -2.65343 0.09363
H -0.31432 -3.51904 0.60465
H 1.98590 -2.80158 1.02660
C 3.26578 -0.68985 -0.20121
C 3.68659 0.40480 -0.87929
C 2.81768 1.16440 -1.74658
O 3.09267 2.17638 -2.34142
O 1.54356 0.65438 -1.89708
C 5.10937 0.74459 -0.56447
H 5.13665 1.62135 0.08753
H 5.68051 0.98422 -1.46045
C 5.61511 -0.51763 0.15609
H 6.13939 -1.15732 -0.55472
H 6.30176 -0.27807 0.96508
C 4.35500 -1.24176 0.66487
H 4.14461 -0.99005 1.70777
H 4.43886 -2.32589 0.58971
H -0.78722 -0.31399 -2.20554
H -2.44593 -3.20734 0.65056
H -3.59481 -3.43309 -0.68058

Force components x, y, z for each atom (eV/Å):
O -0.2 -0.1 0.3
C 0.4 -0.2 -0.4
N 0.2 0.2 -0.5
H -0.1 -0.1 0.2
C -0.3 0.0 0.4
C -0.3 0.2 0.0
O 0.0 0.0 0.1
O 0.4 -0.3 -0.3
H -0.2 0.0 0.2
H 0.2 0.1 -0.1
C 0.0 0.0 -0.1
C -0.1 0.0 0.1
C 0.0 0.1 0.0
C 0.1 0.1 0.0
C -0.3 0.0 0.0
C 0.1 0.0 0.0
C 0.0 -0.1 0.1
H -0.1 0.1 -0.1
H 0.1 0.1 0.0
Cl 0.3 0.1 0.2
H 0.1 -0.1 0.0
H -0.1 -0.1 0.1
H 0.0 0.0 0.0
H 0.0 0.1 -0.1
C -0.3 0.0 0.3
O 0.1 -0.1 -0.2
C 0.5 0.3 0.0
C 0.0 0.0 0.0
C -0.1 -0.7 0.6
C -0.4 0.1 -0.2
C 0.1 0.3 -0.2
C -0.4 -0.2 0.0
H 0.0 -0.1 0.0
H 0.1 -0.1 0.1
C 0.4 0.6 -0.5
C 0.0 -0.8 0.3
C 0.2 0.4 -0.2
O -0.1 -0.4 0.2
O -0.1 0.1 -0.2
C 0.0 0.2 -0.1
H 0.1 0.1 0.0
H 0.0 0.1 0.0
C 0.0 0.0 0.0
H 0.0 0.0 0.0
H 0.1 0.0 0.0
C 0.0 0.0 0.0
H 0.0 -0.1 0.1
H 0.0 0.0 0.1
H -0.1 0.1 -0.1
H 0.0 0.1 -0.1
H 0.1 0.1 0.1



Computed, not measured: a molecular structure, C47H56N4O2P4Pd, with ωB97M-V with the def2-TZVPD basis set.

The gap between HOMO and LUMO is 5.49 eV. The value obtained for the energy is -100342.222 eV. The value obtained for the HOMO energy is -5.222 eV.

CARTESIAN COORDINATES (ANGSTROEM)
Pd 0.29214 0.59213 -0.06446
C 3.91264 -0.12223 0.68320
P 2.53552 0.64095 -0.26986
C 3.00385 2.43251 -0.07472
N 4.22509 2.73467 0.27721
C 4.55803 4.04854 0.41034
C 5.87087 4.40580 0.80003
C 6.21235 5.72257 0.90636
C 5.26242 6.73742 0.62690
C 3.99312 6.41160 0.24797
C 3.62003 5.05177 0.13558
N 2.34669 4.73057 -0.22100
C 2.01229 3.47175 -0.29499
P 0.20940 3.04288 -0.63963
C -0.08084 4.31670 -1.94959
C -0.64749 3.88536 0.83543
C -2.10705 3.42463 0.75253
C -0.60353 5.41500 0.83414
C -0.03069 3.36736 2.14074
C 3.13128 0.29687 -2.03503
C 4.61248 0.61341 -2.25541
C 2.87132 -1.19214 -2.28883
C 2.29813 1.11599 -3.02140
H 4.88908 0.29046 0.43617
H 3.89511 -1.19710 0.50038
H 3.72940 0.04575 1.74638
H 6.57967 3.61112 0.99765
H 7.21781 5.99834 1.19804
H 5.54854 7.77742 0.71928
H 3.24909 7.16844 0.03266
H 0.38233 5.27134 -1.70368
H -1.15754 4.44656 -2.06997
H 0.32075 3.95073 -2.89565
H -2.57648 3.76108 -0.17790
H -2.67403 3.85603 1.58619
H -2.18649 2.33631 0.79125
H -1.20246 5.83551 0.02320
H 0.41365 5.79790 0.74401
H -1.02669 5.78126 1.77615
H 0.10381 2.28087 2.11761
H -0.68668 3.61982 2.98029
H 0.94412 3.82944 2.32132
H 5.25878 -0.07989 -1.71408
H 4.87051 1.62685 -1.94299
H 4.85301 0.52010 -3.32020
H 3.49070 -1.82622 -1.64847
H 3.12512 -1.43074 -3.32789
H 1.82397 -1.44795 -2.11144
H 2.51263 2.18735 -2.94210
H 1.23121 0.96968 -2.84821
H 2.54445 0.80465 -4.04196
O -2.12545 0.16335 -0.55536
P -2.88701 -1.10106 -0.72256
C -2.27655 -2.44461 0.32763
P -0.66376 -3.03451 -0.28187
O -0.08259 -2.24100 -1.39408
C -0.98232 -4.73625 -0.81127
C -0.74180 -5.04509 -2.14492
C -0.98724 -6.33048 -2.61377
C -1.47030 -7.30379 -1.75191
C -1.71048 -6.99877 -0.41573
C -1.46661 -5.71765 0.05285
C 0.40447 -3.11830 1.16539
C -0.05351 -3.31501 2.46381
C 0.84201 -3.33256 3.52359
C 2.19722 -3.14288 3.28701
C 2.65798 -2.93533 1.99265
C 1.76459 -2.92043 0.93086
C -4.62576 -0.89109 -0.26843
C -5.36485 -1.79838 0.48466
C -6.69249 -1.53355 0.79937
C -7.28576 -0.35972 0.36289
C -6.55323 0.55522 -0.38550
C -5.22875 0.29515 -0.69741
C -2.87819 -1.74461 -2.40189
C -2.01808 -1.14996 -3.32059
C -1.95847 -1.63987 -4.61729
C -2.74726 -2.72165 -4.99008
C -3.60589 -3.31518 -4.07343
C -3.67450 -2.82291 -2.77816
H -2.97998 -3.27901 0.30627
H -2.18806 -2.04145 1.33936
H -0.37747 -4.26583 -2.80457
H -0.80509 -6.56847 -3.65424
H -1.66089 -8.30489 -2.11764
H -2.08311 -7.76107 0.25686
H -1.64601 -5.48693 1.09859
H -1.11316 -3.43333 2.66043
H 0.48182 -3.48089 4.53397
H 2.89517 -3.15130 4.11521
H 3.71378 -2.77493 1.81176
H 2.10203 -2.71518 -0.07845
H -4.91244 -2.71664 0.83752
H -7.26003 -2.24255 1.38897
H -8.31945 -0.15324 0.61065
H -7.01467 1.47618 -0.71874
H -4.64341 1.01535 -1.25669
H -1.39010 -0.32882 -2.99626
H -1.28711 -1.18456 -5.33435
H -2.69498 -3.10416 -6.00204
H -4.21963 -4.15727 -4.36709
H -4.35073 -3.28189 -2.06354
C 0.86737 0.27787 5.29290
N -0.05596 0.09332 4.18676
C -1.37835 0.46951 4.14259
C -1.80292 0.16930 2.88128
N -0.77219 -0.37243 2.14964
C 0.25328 -0.40215 2.96525
H 0.30137 0.38045 6.21542
H 1.47642 1.16978 5.15060
H 1.51788 -0.58983 5.37793
H -1.87493 0.91365 4.98903
H -2.77263 0.35224 2.44234
H 1.23732 -0.76915 2.71233

Force components x, y, z for each atom (eV/Å):
Pd 0.7 0.6 -0.2
C 0.0 0.1 0.0
P -0.5 -0.1 -0.2
C -0.2 0.0 0.0
N 0.1 0.0 0.0
C 0.1 0.0 0.0
C -0.1 -0.1 0.0
C -0.1 0.1 0.0
C 0.1 -0.1 0.1
C -0.1 0.0 0.0
C 0.0 0.1 0.0
N -0.1 0.0 0.0
C 0.0 -0.2 0.0
P 0.1 -0.2 0.5
C 0.0 -0.1 0.0
C 0.1 0.0 0.0
C 0.0 0.0 0.0
C 0.0 0.0 0.0
C 0.1 0.0 -0.1
C 0.2 0.1 0.1
C 0.0 0.0 0.0
C -0.1 0.0 -0.1
C 0.0 0.1 0.1
H 0.0 0.0 0.0
H 0.1 0.2 0.0
H 0.0 0.0 0.0
H 0.0 0.0 0.0
H 0.0 0.0 0.0
H 0.0 0.0 0.0
H 0.0 0.0 0.0
H 0.0 0.0 0.0
H 0.0 0.0 0.0
H 0.0 0.0 0.0
H 0.0 0.0 0.0
H 0.0 0.0 0.0
H 0.0 0.0 0.0
H 0.0 0.0 0.0
H -0.1 0.0 0.0
H 0.0 0.0 0.0
H -0.1 0.0 0.0
H 0.0 0.0 0.0
H 0.0 0.0 0.0
H 0.0 0.0 0.0
H 0.0 0.0 0.0
H 0.0 0.0 0.0
H 0.1 0.0 0.0
H 0.0 0.0 0.0
H 0.1 0.0 -0.1
H 0.0 0.0 0.0
H 0.0 0.0 0.0
H 0.0 0.0 0.0
O -0.2 0.0 -0.2
P 0.1 0.1 0.2
C -0.1 -0.2 0.0
P 0.1 0.1 -0.1
O -0.1 -0.2 0.1
C 0.0 0.0 0.1
C 0.0 0.0 0.0
C 0.0 0.0 0.0
C 0.0 0.0 0.0
C 0.0 0.0 0.0
C 0.0 0.0 0.0
C 0.2 0.0 0.0
C 0.1 -0.3 0.0
C 0.0 -0.2 0.0
C 0.0 -0.1 0.0
C 0.0 -0.1 0.1
C -0.1 0.0 0.1
C -0.1 0.1 0.0
C 0.0 0.0 0.0
C 0.0 0.0 0.0
C 0.0 0.0 0.0
C 0.0 0.0 0.0
C 0.0 -0.1 0.1
C -0.1 0.0 -0.1
C 0.0 0.0 -0.1
C 0.0 0.0 0.0
C 0.0 0.0 0.0
C 0.0 0.0 0.0
C 0.0 0.0 0.0
H 0.0 0.0 0.0
H 0.0 0.0 -0.1
H 0.0 0.0 0.0
H 0.0 0.0 0.0
H 0.0 0.0 0.0
H 0.0 0.0 0.0
H 0.0 0.0 0.0
H 0.0 0.0 0.0
H 0.0 0.0 0.0
H 0.0 0.0 0.0
H -0.1 -0.1 0.1
H 0.0 0.0 0.0
H 0.0 0.0 0.0
H 0.0 0.0 0.0
H 0.0 0.0 0.0
H 0.0 0.0 0.0
H 0.0 0.0 0.0
H 0.0 0.0 0.0
H 0.0 0.0 0.0
H 0.0 0.0 0.0
H 0.0 0.0 0.0
H 0.0 0.0 0.0
C -0.1 0.0 -0.1
N 0.2 0.0 0.0
C 0.0 0.0 0.0
C 0.0 0.1 0.0
N -0.2 0.2 0.1
C 0.1 0.3 0.0
H 0.0 0.0 0.0
H 0.0 0.0 0.0
H 0.0 0.0 0.0
H 0.0 0.0 0.0
H 0.0 -0.1 0.0
H -0.1 0.1 0.0



Computed, not measured: 2 unconnected molecules or ions with the total composition CH2I2O in a non-equilibrium geometry, with ωB97M-V with the def2-TZVPD basis set.

The energy above the lowest of the compared OMol25 structures with the same formula, charge and spin comes out at 4.1 kcal per mole. As for the SMILES: O=CI.I. The gap between HOMO and LUMO is 10.01 eV. The value obtained for the energy is -19317.363 eV. The value obtained for the HOMO energy is -9.937 eV.

CARTESIAN COORDINATES (ANGSTROEM)
C -1.56885 0.68432 -1.14559
O -1.06429 0.69983 -2.22439
I 2.56176 -0.41810 2.11144
I -1.89158 -1.29898 -0.22134
H -2.00300 1.51198 -0.50848
H 3.96596 -1.17905 1.98836

Force components x, y, z for each atom (eV/Å):
C 0.1 -0.8 -1.0
O -0.7 0.7 1.7
I -0.1 0.0 0.0
I 0.0 0.7 0.0
H 0.6 -0.6 -0.7
H 0.0 0.0 0.0